[1]
Formula: C2H6N2O4
Source: the OMol25 dataset
Level of theory: ωB97M-V/def2-TZVPD

Geometry (Å):
O  3.42929  -0.77429  -0.93549
N  2.37244  -0.39657  -0.49303
O  1.98293  -0.83749  0.73499
N  1.67305  0.56575  -0.90051
O  2.05567  1.00233  -2.17466
H  1.12803  -0.54985  0.83343
H  2.96532  0.66486  -2.30185
C  -3.02695  0.30527  1.00130
C  -1.87872  0.26623  0.43764
O  -0.94017  -0.72755  0.60229
H  -3.36839  -0.46892  1.57585
H  -3.59339  1.20924  0.63979
H  -1.45025  1.22144  0.06776
H  -1.34885  -1.48045  0.91249

Cartesian forces (eV/Å) of the 6 atoms listed first:
0.8 -1.1 -0.6
-0.1 1.9 0.4
4.0 -1.8 -0.3
-0.9 0.3 -1.3
0.2 -0.5 1.3
-4.1 1.3 0.4

- Molecular weight: 122.08 g mol⁻¹
- Energy relative to the best compared isomer or geometry (same formula, charge and spin): 759.2 kJ/mol
- F_max: 4.4 eV/Å
- HOMO-LUMO gap: 10.53 eV
- SMILES: [O-]/[N+](O)=N\O.C=CO

[2]
Formula: C3H6N2O2
Source: the OMol25 dataset
Level of theory: ωB97M-V/def2-TZVPD

Geometry (Å):
C  -1.87051  -1.16321  -0.56896
N  -0.70904  -0.55867  -1.08741
N  0.14239  -0.32763  -0.18444
O  -0.02668  -0.65730  1.00649
C  1.10826  0.76151  -0.46928
C  1.60818  1.26934  0.81582
O  1.42398  1.00038  -1.58825
H  -2.16198  -0.91836  0.46475
H  -1.84300  -2.33395  -0.56439
H  -2.66574  -1.06549  -1.30303
H  2.08463  2.17503  0.70646
H  0.80945  1.31330  1.48679
H  2.10006  0.50503  1.28544

Cartesian forces (eV/Å) of the 6 atoms listed first:
-1.5 -3.4 -0.3
0.9 0.5 -0.1
-2.5 -0.2 0.0
0.7 -0.5 0.4
1.3 -0.4 -0.7
-1.5 0.4 -1.3

- Molecular weight: 102.09 g mol⁻¹
- Energy relative to the best compared isomer or geometry (same formula, charge and spin): 466.6 kJ/mol
- F_max: 3.7 eV/Å
- HOMO-LUMO gap: 9.58 eV
- SMILES: C/N=[N+](\[O-])C(C)=O

[3]
Formula: C12H32ClN13O10
Source: the OMol25 dataset
Level of theory: ωB97M-V/def2-TZVPD

Geometry (Å):
C  4.73842  -0.70729  0.16085
C  3.18114  -1.27252  0.38963
O  3.07397  -2.62976  0.36139
N  1.98695  -0.37960  0.65388
C  2.16390  1.01756  0.10198
C  0.76930  -1.08456  0.09894
O  0.98498  -1.22822  -1.34917
C  -0.37873  -1.41096  -1.94792
O  -0.62847  -1.58721  -3.25066
O  -1.38086  -1.31205  -0.83541
C  -0.68322  -0.32641  0.05554
Cl  -1.62796  -0.27850  1.67597
H  4.97784  -0.56669  -0.98485
H  4.87244  0.26634  0.80187
H  5.45838  -1.52491  0.64502
H  2.17020  1.08116  -1.07711
H  3.14973  1.56475  0.47205
H  1.26815  1.72695  0.44670
H  0.49971  -2.12784  0.55587
H  -0.79933  0.65367  -0.57592
N  4.82152  4.34760  -1.29670
C  4.22927  4.61454  -0.11869
N  4.31985  5.89797  0.27405
O  3.65632  3.76134  0.54032
H  5.29810  5.03660  -1.85365
H  4.77654  3.39316  -1.62891
H  3.88728  6.14141  1.15559
H  4.78745  6.61465  -0.25484
N  -4.41693  3.19920  1.33683
C  -3.77429  4.14336  2.04766
N  -2.72000  3.69230  2.75098
O  -4.11992  5.31426  2.05397
H  -4.14743  2.23012  1.31902
H  -5.21648  3.49662  0.79312
H  -2.20842  4.37078  3.30002
H  -2.42019  2.73206  2.75843
N  -4.51029  -2.05883  -4.33665
C  -4.98293  -2.73111  -3.27158
N  -4.14353  -2.77534  -2.22130
O  -6.08406  -3.25827  -3.25933
H  -3.60639  -1.61818  -4.36572
H  -5.11082  -2.00167  -5.14871
H  -4.46070  -3.27189  -1.39891
H  -3.23310  -2.34749  -2.21259
N  4.51467  -5.25846  4.00494
C  4.32216  -3.94382  3.79429
N  3.83083  -3.63866  2.57975
O  4.57311  -3.09668  4.63685
H  4.31412  -5.97087  3.32355
H  4.88337  -5.53121  4.90661
H  3.67122  -2.65977  2.38022
H  3.61807  -4.32212  1.87292
N  -1.78631  -1.65028  -5.77933
C  -1.07672  -0.94323  -6.67725
N  -1.51294  -1.05253  -7.94509
O  -0.11502  -0.25824  -6.36670
H  -2.58101  -2.22002  -6.01578
H  -1.49121  -1.59573  -4.81326
H  -1.00651  -0.53613  -8.65246
H  -2.30273  -1.61158  -8.22022
N  -3.63437  -0.35572  5.79157
C  -3.14737  0.58541  4.96282
N  -3.04479  1.81097  5.50792
O  -2.82490  0.34661  3.80978
H  -3.90539  -0.17837  6.74402
H  -3.72771  -1.29224  5.42070
H  -2.68264  2.54859  4.91780
H  -3.30527  2.02700  6.45528

Cartesian forces (eV/Å) of the 6 atoms listed first:
-0.7 -0.2 1.3
0.3 -5.4 -0.4
-0.2 8.4 -0.2
1.3 -2.0 -2.4
-0.1 2.3 -0.5
-1.1 0.5 0.4

- Molecular weight: 553.92 g mol⁻¹
- F_max: 9.9 eV/Å
- HOMO-LUMO gap: 9.62 eV
- SMILES: CC(=O)N(C)[C@@H]1OC(=O)O[C@H]1Cl.NC(N)=O.NC(N)=O.NC(N)=O.NC(N)=O.NC(N)=O.NC(N)=O

[4]
Formula: C28H34N3O2
Source: the OMol25 dataset
Level of theory: ωB97M-V/def2-TZVPD

Geometry (Å):
C  -3.59252  1.21570  5.86440
N  -3.66426  2.03869  4.67550
C  -3.90822  3.44692  4.94514
C  -3.05875  1.59642  3.49663
C  -3.66358  0.59711  2.69672
C  -3.11228  0.22765  1.49109
C  -1.78124  0.59921  1.15534
C  -1.07314  0.02209  0.03386
C  0.22115  0.44316  -0.35484
C  0.67337  0.43546  -1.66599
C  1.95874  0.90874  -2.10959
C  2.46056  0.55317  -3.39517
C  3.71559  0.95230  -3.82354
C  4.54233  1.76607  -3.01439
N  5.83430  2.12179  -3.43262
C  6.15555  3.49148  -3.77885
C  6.97973  1.35883  -2.98611
C  4.02659  2.18107  -1.76767
C  2.78232  1.75691  -1.32249
C  -1.18025  1.60399  1.95153
C  -1.82751  2.12567  3.05221
H  -3.53839  0.16541  5.57497
H  -2.70395  1.45637  6.46722
H  -4.48636  1.38454  6.47025
H  -4.23307  3.94821  4.02882
H  -4.71081  3.51040  5.68852
H  -3.01679  3.96122  5.33169
H  -4.61950  0.18976  3.02690
H  -3.69942  -0.36547  0.78780
H  -1.68787  -0.54059  -0.69488
H  0.91997  0.77985  0.43446
H  0.01499  0.02589  -2.44133
H  1.82919  -0.04379  -4.05883
H  4.10469  0.65601  -4.79478
H  5.29034  3.95983  -4.25652
H  6.43854  4.08740  -2.89604
H  6.99424  3.49162  -4.48680
H  6.69679  0.31233  -2.85038
H  7.76788  1.41952  -3.74502
H  7.37861  1.73740  -2.03137
H  4.63813  2.82957  -1.14335
H  2.39664  2.10143  -0.35807
H  -0.19894  1.98141  1.66437
H  -1.36387  2.92839  3.62432
C  2.70208  -3.28926  -2.09332
C  1.26110  -2.95216  -2.32255
O  0.66398  -2.90861  -0.99112
C  -0.66029  -2.66960  -1.08403
C  -1.24166  -2.39737  0.20403
N  -2.51684  -2.91549  0.41512
C  -3.46576  -2.88753  -0.59782
C  -4.80257  -3.01420  -0.30367
C  -5.22633  -3.22859  1.00470
C  -4.25499  -3.31164  2.01471
C  -2.91818  -3.19701  1.70464
O  -1.21798  -2.60161  -2.19176
H  3.30997  -2.83640  -2.88470
H  3.04764  -2.93824  -1.11119
H  2.81685  -4.37911  -2.13115
H  1.13975  -1.97244  -2.82035
H  0.75424  -3.73011  -2.92323
H  -0.58697  -2.44938  1.07130
H  -3.08992  -2.74455  -1.59983
H  -5.49921  -2.92437  -1.14053
H  -6.28307  -3.33914  1.23968
H  -4.52724  -3.46434  3.06206
H  -2.10413  -3.26797  2.42588

Cartesian forces (eV/Å) of the 6 atoms listed first:
0.1 -0.1 -0.2
-0.8 0.0 0.0
0.5 -0.1 -0.4
0.6 -0.1 -0.3
-0.2 0.5 0.4
0.6 -0.5 -0.1

- Molecular weight: 444.60 g mol⁻¹
- Energy relative to the best compared isomer or geometry (same formula, charge and spin): 407.9 kJ/mol
- Charge: +1
- F_max: 2.0 eV/Å
- HOMO-LUMO gap: 5.72 eV

[5]
Formula: C38H49Br4N7O7S2Si2Ti
Source: the OMol25 dataset
Level of theory: ωB97M-V/def2-TZVPD

Geometry (Å):
Ti  10.96611  14.22225  10.71886
C  12.85753  12.37959  13.77739
Si  11.43998  13.49289  14.19343
C  10.51608  12.24727  15.29332
C  11.86377  15.04465  15.23987
N  10.46140  13.86155  12.74190
C  9.21928  14.50230  12.92564
C  8.71108  14.91320  14.18136
C  7.41568  15.41455  14.21674
C  6.66053  15.66400  13.09932
C  7.19138  15.28578  11.82702
C  8.38628  14.58110  11.70594
N  8.88533  13.86540  10.62048
Si  7.73959  13.67069  9.20749
C  6.21229  12.91402  10.10209
C  7.53071  15.14678  8.09414
C  8.45749  12.28638  8.11322
H  13.14209  12.03286  14.76115
H  13.64471  12.82602  13.18454
H  12.36651  11.52907  13.30342
H  11.20993  11.98293  16.16037
H  10.20235  11.31571  14.73113
H  9.63641  12.80736  15.63389
H  11.49181  14.86396  16.27814
H  11.31879  15.96498  14.84698
H  12.94333  15.21947  15.34413
H  9.18819  14.77662  15.13680
H  6.93436  15.65872  15.15739
H  5.66016  16.14725  13.19354
H  6.58912  15.51642  10.95998
H  6.56455  12.72906  11.10561
H  5.81941  11.96717  9.69379
H  5.35894  13.66883  10.18588
H  6.47921  15.14765  7.63790
H  8.26599  15.00642  7.28480
H  7.62018  16.08102  8.67510
H  8.28258  11.28773  8.53589
H  9.51256  12.29168  7.87526
H  7.87940  12.41349  7.14821
Br  13.26410  18.71825  6.07486
C  11.92458  17.73518  7.01648
C  10.83267  18.42916  7.61683
Br  10.09708  19.97180  6.63799
C  10.24069  17.95435  8.78266
Br  8.75257  18.87908  9.46889
C  10.71147  16.69833  9.34344
O  10.43334  16.20551  10.56396
C  11.44984  15.82556  8.41985
O  11.50730  14.53955  8.79137
C  12.07879  16.40594  7.27872
Br  13.17296  15.36584  6.15898
C  13.80074  5.54525  8.28996
C  13.64425  6.23187  9.68960
S  12.14852  5.82151  10.57261
O  11.16562  5.31987  9.62209
O  12.48724  4.95830  11.67373
C  11.50203  7.40368  11.17184
C  10.88347  8.28064  10.03154
N  11.34996  9.68589  9.98360
C  10.83261  10.71810  10.70206
N  11.25007  11.92374  10.19648
C  12.05632  11.60408  9.12208
C  12.08837  10.26868  8.93462
N  12.71554  9.67802  7.86433
O  13.32771  10.46872  7.08268
O  12.65477  8.45106  7.67969
C  9.81580  10.49955  11.75720
H  14.60168  5.96539  7.71661
H  12.94165  5.48444  7.55542
H  14.08386  4.43048  8.40020
H  13.62474  7.37377  9.43713
H  14.48478  5.98009  10.36955
H  12.30266  8.00166  11.74313
H  10.67746  7.09636  11.90249
H  9.77923  8.29222  10.05195
H  11.16454  7.86992  9.03057
H  12.51068  12.38597  8.46253
H  8.79657  10.18292  11.30392
H  9.64590  11.45092  12.30177
H  10.08948  9.64645  12.49416
N  14.86314  17.18077  8.78630
C  14.49622  16.39607  9.84132
C  13.96606  16.92453  11.08440
C  13.08910  16.10600  11.76724
N  12.99299  14.82460  11.40385
C  13.82340  14.20825  10.50728
C  14.65162  14.97938  9.75365
H  14.72411  18.16993  8.91096
H  14.75723  16.79932  7.83829
H  14.06956  17.97875  11.34285
H  12.54336  16.41995  12.63806
H  13.81556  13.10087  10.40558
H  15.31600  14.54635  9.02396
C  11.83478  23.37185  16.74742
S  12.37150  22.09384  15.56757
O  13.24744  22.70599  14.51930
C  10.74659  21.58252  14.91227
C  9.66712  21.39315  15.75367
C  8.33128  21.28653  15.35260
C  8.15390  21.42279  13.96428
C  9.17407  21.73429  13.10098
C  10.51712  21.78342  13.57034
H  11.18020  22.99550  17.54260
H  11.33072  24.18595  16.19774
H  12.76679  23.74399  17.15855
H  9.90010  21.11064  16.80107
H  7.50337  21.02661  16.07552
H  7.16359  21.40768  13.52676
H  9.02663  21.86373  12.02358
H  11.33315  22.06079  12.92034

Cartesian forces (eV/Å) of the 6 atoms listed first:
-2.2 -0.6 1.1
-0.3 0.4 -0.2
-1.4 0.3 -1.3
0.3 -0.1 0.4
-0.7 0.3 0.2
0.9 0.4 0.8

- Spin multiplicity: 2
- Molecular weight: 1203.64 g mol⁻¹
- Energy relative to the best compared isomer or geometry (same formula, charge and spin): 182.9 kJ/mol
- Charge: -1
- F_max: 3.4 eV/Å
- HOMO-LUMO gap (spin up / spin down): 4.20 / 4.22 eV

[6]
Formula: C7H10N2O
Source: the OMol25 dataset
Level of theory: ωB97M-V/def2-TZVPD

Geometry (Å):
C  -1.01906  2.09871  -1.69923
C  -1.47047  0.82766  -1.10220
C  -0.75940  0.21336  0.06178
C  -0.69121  0.18075  2.23259
C  0.26503  -0.77675  2.24756
C  0.38973  -0.62447  0.02131
C  2.11869  -1.46473  -1.54786
H  -1.59529  2.77251  -2.35446
H  0.04383  2.10990  -2.19133
H  -0.65702  2.94555  -0.96132
H  -1.54899  0.16281  -1.83536
H  -2.58091  0.96454  -1.00919
H  -1.28862  0.29921  3.19884
H  0.52001  -1.52842  3.20020
H  2.70980  -0.98951  -2.50442
H  2.83841  -1.54777  -0.49755
H  1.84648  -2.79312  -1.90762
N  -1.10579  0.78728  1.15121
N  0.78654  -1.03289  1.05159
O  1.11839  -0.42546  -1.23013

Cartesian forces (eV/Å) of the 6 atoms listed first:
5.1 4.7 0.3
-2.2 1.3 0.7
-0.3 2.8 -2.8
-0.9 -0.8 5.2
-0.3 -2.6 2.0
-2.6 5.0 -7.8

- Molecular weight: 138.17 g mol⁻¹
- Energy relative to the best compared isomer or geometry (same formula, charge and spin): 586.4 kJ/mol
- F_max: 9.7 eV/Å
- HOMO-LUMO gap: 9.69 eV

Which of these has the highest molecular weight? C38H49Br4N7O7S2Si2Ti